1.
Below is a 2-piece molecular cluster, C5H13NO2 overall in a non-equilibrium geometry, with properties calculated with the ωB97M-V functional and the def2-TZVPD basis.

```
21
Properties=species:S:1:pos:R:3:forces:R:3
C 2.166207 0.498074 -0.844310 0.3 0.6 -0.2
C 0.774986 0.295017 -1.351081 -0.4 0.5 -0.8
N -0.181992 -0.027956 -0.478338 0.1 -0.1 1.2
C 0.045239 -0.073525 0.973014 -0.6 -0.7 0.2
C -1.286427 -0.215993 1.725532 -0.1 0.8 0.1
C -1.517078 0.877012 2.790029 0.1 0.0 -0.9
O 0.515746 0.516738 -2.541489 0.0 -0.5 0.0
H 2.379788 1.575737 -0.918286 -0.2 -0.1 0.2
H 2.849512 0.050350 -1.557448 0.1 -0.3 0.1
H 2.360903 0.186033 0.171516 0.1 -0.2 0.1
H -1.138393 -0.128944 -0.779066 0.2 0.1 -0.4
H 0.557781 0.819171 1.311407 0.2 0.1 -0.1
H 0.655262 -0.955220 1.212083 0.2 0.2 0.0
H -1.398136 -1.198368 2.177788 0.1 -0.2 -0.1
H -2.096449 -0.078710 1.011119 -0.2 -0.3 -0.1
H -1.678073 1.827200 2.269808 0.0 0.0 0.0
H -2.446087 0.656182 3.321916 0.2 0.0 0.4
H -0.635409 1.036273 3.414843 -0.3 -0.3 0.3
H -0.127563 -1.950562 -4.729848 0.0 0.0 -0.1
H 0.150353 -1.442087 -3.338855 0.1 0.1 0.1
O 0.049831 -2.266420 -3.840335 -0.1 0.1 0.0
```
Forces are in eV/Å.

Multiplicity: 2
Calculated total energy in eV: -10980.17990
ΔE to the lowest compared entry with this formula, charge and spin in eV: 0.754
Largest force on an atom in eV Å⁻¹: 1.2
HOMO (spin up / spin down) in eV: 1.16 / -6.33
Net charge: -1

2.
Below is a 6-piece molecular cluster, C20H54N2O8 overall in a non-equilibrium geometry, with properties calculated with the ωB97M-V functional and the def2-TZVPD basis.

```
84
Properties=species:S:1:pos:R:3:forces:R:3
C -21.086235 8.092156 0.752349 -0.9 0.7 0.4
O -19.724424 8.339396 0.872914 1.4 1.0 -0.6
C -19.227944 9.423269 0.042869 -0.3 0.2 0.5
C -19.682068 10.827547 0.522513 0.1 0.4 1.0
N -18.928081 11.985512 -0.037610 -0.2 -2.4 -0.8
C -19.185152 12.086408 -1.470474 -0.9 1.7 0.1
C -18.757231 13.480352 -1.872662 -0.1 0.2 -1.4
O -19.494002 14.452317 -1.143548 0.0 -1.1 0.8
C -18.949128 15.735276 -1.187854 -0.2 0.3 0.4
H -21.664966 8.990076 0.968948 -0.2 0.3 -0.3
H -21.425485 7.440364 1.557444 0.4 -0.5 -0.3
H -21.352168 7.728510 -0.240196 -0.1 -0.2 0.0
H -19.591452 9.357544 -0.982633 -0.3 -0.5 -0.2
H -18.145393 9.322181 -0.034264 -0.1 0.0 0.5
H -19.661930 10.963314 1.603838 0.5 -0.5 0.2
H -20.751718 10.871518 0.317548 -0.2 0.4 -0.5
H -19.204887 12.858926 0.387393 -0.2 0.0 0.2
H -20.259209 12.063822 -1.654872 -0.4 -0.4 -0.1
H -18.727838 11.337540 -2.117132 0.4 0.0 0.3
H -18.983219 13.704263 -2.915194 0.0 -0.5 -0.4
H -17.668819 13.511154 -1.822661 0.3 0.7 0.7
H -19.581312 16.420259 -0.622834 -0.3 -0.2 0.0
H -18.942489 16.097496 -2.215883 0.6 0.1 -0.1
H -18.004368 15.733207 -0.644230 0.5 0.2 -0.6
C -7.542210 7.584463 -3.925373 0.4 -0.8 -0.1
O -8.509608 7.889114 -2.917781 0.7 -0.1 -0.2
C -8.335493 7.171363 -1.683501 -0.5 -0.3 -0.6
C -9.461557 7.536236 -0.718705 1.0 0.7 1.4
N -10.813485 7.263715 -1.185487 1.0 1.2 0.1
C -11.144587 5.883475 -1.129650 -1.5 -2.0 -0.6
C -12.696063 5.492462 -1.210402 2.2 -0.3 -0.5
O -13.182010 5.650466 -2.507663 -1.4 1.2 -0.8
C -13.581187 6.997306 -2.822783 0.8 -0.4 -0.1
H -7.835115 7.897955 -4.927384 -0.5 0.5 0.4
H -7.340437 6.520322 -4.047819 -0.6 -0.5 0.3
H -6.521846 7.927140 -3.753557 -0.1 0.8 0.5
H -7.347730 7.297930 -1.240326 0.1 0.5 0.0
H -8.418430 6.106610 -1.901515 0.1 -0.3 -0.1
H -9.445307 8.596281 -0.465441 0.4 0.2 -0.2
H -9.248868 7.028767 0.222220 -0.1 -0.2 0.1
H -10.544945 7.472697 -2.136436 -1.6 0.3 -0.9
H -10.739689 5.357474 -0.265076 0.1 0.4 0.4
H -10.643149 5.448956 -1.994430 -0.4 -0.9 -0.1
H -13.330407 5.951805 -0.452311 0.1 0.2 0.1
H -12.716112 4.407471 -1.107953 0.0 0.0 0.5
H -14.116428 7.030628 -3.771734 0.1 -0.4 0.0
H -12.668847 7.586274 -2.916770 -0.1 0.4 -0.1
H -14.214677 7.468897 -2.071526 -0.1 -0.3 0.3
C -15.737125 10.108601 -1.065440 1.0 0.3 -0.5
C -15.368577 11.553806 -0.655491 -0.3 -1.3 0.6
O -16.195232 11.880978 0.469017 1.4 0.1 -0.6
H -14.979912 9.692023 -1.729666 0.0 0.2 -0.5
H -16.704231 10.069627 -1.566711 0.0 -0.1 0.1
H -15.680682 9.406544 -0.233559 -0.4 0.4 0.4
H -15.528565 12.290058 -1.443158 0.0 -0.1 -0.3
H -14.317297 11.580806 -0.368817 -0.1 0.1 0.2
H -17.075189 11.747578 0.109203 -1.3 0.3 0.6
C -15.942771 9.987672 -5.313152 -1.4 0.1 -0.6
C -17.423671 9.675728 -5.685510 0.3 0.6 0.0
O -18.302076 10.649357 -5.067594 0.4 -0.4 0.2
H -15.776737 11.049519 -5.494816 -0.1 0.1 0.5
H -15.220920 9.516752 -5.980440 -0.1 -0.5 0.2
H -15.833797 9.700000 -4.267463 0.5 0.2 -0.1
H -17.713189 8.674597 -5.366107 0.1 -0.1 0.0
H -17.618768 9.761555 -6.754467 0.3 -0.2 -0.1
H -18.972834 10.160565 -4.585125 -0.1 0.1 0.0
C -13.219276 14.250578 1.138089 -0.2 0.3 0.7
C -14.548120 14.453745 1.965849 1.6 -0.8 -0.7
O -14.957547 13.223949 2.479921 -0.2 -0.2 0.8
H -12.769081 15.212398 0.892492 -0.2 0.1 -0.6
H -13.371053 13.578033 0.293854 -0.4 0.6 -0.4
H -12.405159 13.723476 1.635559 -0.3 0.0 0.9
H -15.299808 14.881005 1.302128 -0.1 0.2 -0.1
H -14.410548 15.107314 2.827249 0.2 0.2 -0.2
H -15.415964 12.727649 1.797905 -0.3 -0.2 -0.3
C -13.893349 9.108137 2.236242 0.1 0.0 0.3
C -13.067193 8.634263 1.005020 -0.6 0.7 1.1
O -12.136161 7.666856 1.389381 0.4 -0.5 0.6
H -14.361814 8.366198 2.882909 -0.3 -0.8 -0.8
H -14.644258 9.869989 2.026916 0.0 -0.1 -0.4
H -13.294130 9.561931 3.025617 0.8 0.4 -0.5
H -12.523549 9.494980 0.615526 -0.1 0.4 -0.1
H -13.614441 8.207603 0.164428 -0.8 0.3 0.1
H -11.690670 7.479801 0.559842 0.5 -0.2 -0.2
```
Forces are in eV/Å.

SMILES: COCCNCCOC.COCCNCCOC.CCO.CCO.CCO.CCO
Calculated total energy in eV: -40970.56202
ΔE to the lowest compared entry with this formula, charge and spin in eV: 2.692
Largest force on an atom in eV Å⁻¹: 2.6
HOMO in eV: -9.25
Net charge: 0

3.
Below is C36H50CsGeN7O5 as an isolated structure in a non-equilibrium geometry, with properties calculated with the ωB97M-V functional and the def2-TZVPD basis.

```
100
Properties=species:S:1:pos:R:3:forces:R:3
Cs 0.391936 0.409688 0.349593 -0.3 0.4 3.5
C -0.436103 2.864881 5.697581 -0.2 0.0 -0.1
O 0.927985 2.509662 5.443619 0.3 0.0 0.0
C 0.997559 2.165692 4.123267 -0.6 0.2 0.1
N -0.060218 2.250785 3.440765 0.4 -0.2 -0.5
C -1.120366 2.745305 4.305072 -0.1 0.0 0.3
C -2.340460 1.855407 4.354009 -0.1 -0.1 -0.1
C -3.448806 2.268417 5.090656 0.0 0.1 0.0
C -4.556297 1.445955 5.212271 -0.1 0.0 0.0
C -4.560962 0.193714 4.609287 0.0 0.0 0.0
C -3.458571 -0.219783 3.877087 -0.1 -0.1 0.0
C -2.355905 0.611178 3.739655 0.2 0.2 0.0
C 2.361393 1.828137 3.658942 0.2 0.0 0.1
C 3.424362 2.182401 4.490072 0.1 -0.1 0.0
C 4.713875 1.912875 4.072111 -0.2 0.0 0.0
C 4.890922 1.294354 2.852372 0.0 -0.1 -0.2
C 3.766881 0.979709 2.085648 0.1 0.3 0.7
N 2.517357 1.242487 2.475014 0.4 0.1 0.0
C 3.995411 0.357964 0.772758 0.1 -0.3 -0.9
N 3.161893 0.204076 -0.169037 0.5 0.1 0.2
C 3.869144 -0.335831 -1.320888 0.4 -0.1 -0.1
C 5.307039 -0.577743 -0.784563 -0.1 -0.1 -0.2
O 5.282497 -0.023256 0.533898 0.1 0.2 0.3
C 3.279249 -1.586302 -1.926640 -0.1 0.0 0.0
C 3.716469 -1.962486 -3.194821 0.0 0.0 0.0
C 3.252715 -3.126041 -3.785755 0.0 0.0 0.0
C 2.341171 -3.926490 -3.110505 0.0 0.0 0.0
C 1.903321 -3.556164 -1.849217 0.0 -0.1 0.0
C 2.370938 -2.392735 -1.255688 0.1 0.1 0.0
H -0.464621 3.872281 6.113074 0.0 0.0 0.0
H -0.856979 2.161765 6.415797 0.0 0.0 0.0
H -1.421898 3.726259 3.924544 0.0 0.0 0.1
H -3.442534 3.240148 5.576186 0.0 0.0 0.0
H -5.414593 1.776384 5.784777 0.0 0.0 0.0
H -5.416212 -0.460245 4.725729 0.0 0.0 0.0
H -3.435729 -1.205980 3.429497 0.0 0.0 0.0
H -1.490898 0.291808 3.171487 -0.1 -0.1 0.0
H 3.230296 2.660346 5.437299 0.0 0.0 0.0
H 5.561861 2.184181 4.686393 0.0 0.0 0.0
H 5.872763 1.051601 2.476324 0.0 0.0 0.0
H 3.872658 0.437990 -2.096571 0.0 0.0 0.0
H 6.080383 -0.072129 -1.362170 0.0 0.0 0.0
H 5.540704 -1.640758 -0.719903 0.0 0.0 0.1
H 4.431136 -1.337082 -3.722666 0.0 0.0 0.0
H 3.601631 -3.408517 -4.771937 0.0 0.0 0.0
H 1.973122 -4.835271 -3.569494 0.0 0.0 0.0
H 1.190462 -4.173634 -1.319325 0.0 0.0 0.0
H 2.013226 -2.106794 -0.274654 0.0 -0.1 0.0
N -0.638887 2.415731 -1.448036 -0.4 0.5 -0.6
C -0.260565 1.630898 -2.625927 -0.3 -0.2 -0.1
C -0.777002 2.175419 -3.954071 0.1 0.2 0.1
C -0.238324 3.545997 -4.346203 -0.1 -0.2 0.0
C -0.740416 3.935253 -5.727777 0.1 0.2 0.2
N -0.282082 2.965297 -6.721781 0.1 0.0 0.0
C -1.008642 2.008386 -7.257940 -0.2 0.2 -0.3
N -2.342027 1.971276 -7.092446 0.2 -0.4 0.1
N -0.428114 1.136139 -8.107238 0.0 -0.1 0.3
C -0.866044 0.198694 -2.427844 0.1 -0.1 -0.6
O -2.003569 0.027380 -2.913211 -0.1 0.1 -0.1
O -0.164691 -0.601717 -1.782498 -0.6 -0.9 -2.2
H -1.574656 2.148520 -1.149372 0.0 0.1 0.1
H -0.659056 3.405668 -1.661957 0.0 0.1 0.1
H 0.835804 1.563852 -2.664849 -0.1 -0.1 0.0
H -1.869188 2.189446 -3.895177 0.0 0.0 0.0
H -0.503690 1.447229 -4.727373 0.0 -0.1 0.1
H 0.858164 3.538711 -4.342986 0.0 0.1 0.0
H -0.562131 4.319744 -3.647729 0.0 0.0 0.0
H -0.385224 4.922694 -6.025940 0.0 -0.1 -0.1
H -1.828285 3.962995 -5.733715 0.0 0.1 -0.1
H 0.719316 2.838338 -6.763764 0.0 0.1 -0.1
H -2.693235 2.263347 -6.190482 -0.1 0.0 -0.1
H -2.800266 1.149241 -7.456715 -0.1 0.1 0.0
H 0.575228 1.049596 -8.049885 0.0 0.0 -0.2
H -0.911758 0.267226 -8.271474 0.1 0.0 -0.1
C -5.076263 0.220598 0.421858 0.1 0.1 -0.1
C -3.593310 -0.002170 0.202991 -0.3 0.0 0.1
C -3.182315 -1.335804 -0.337127 0.2 0.0 0.0
O -2.802138 0.885937 0.454924 0.0 0.0 -0.2
H -5.676137 -0.410965 -0.231411 0.0 0.0 0.0
H -5.324209 1.270723 0.272377 0.0 0.0 0.0
H -5.308185 -0.034323 1.459466 0.0 0.0 0.0
H -3.965692 -2.084585 -0.237379 0.0 0.0 0.1
H -2.257748 -1.679593 0.123944 0.0 0.0 0.1
H -2.951008 -1.179060 -1.397251 -0.1 0.0 0.0
C 1.880283 -4.131689 2.306174 -0.1 -0.1 -0.1
Ge -0.086604 -3.867301 2.315501 -0.4 0.4 0.5
C -0.837815 -4.414487 0.562145 0.1 0.0 0.0
C -0.746928 -5.289045 3.571444 0.2 -0.1 -0.3
C -0.569183 -2.094819 2.727843 0.3 0.1 -0.6
H 2.134639 -5.141048 1.970157 0.0 0.0 0.0
H 2.277525 -4.000431 3.314780 0.0 0.0 0.0
H 2.375415 -3.413043 1.650643 0.0 0.0 0.0
H -0.381642 -5.342073 0.203569 0.0 0.0 0.0
H -0.688957 -3.631508 -0.184125 0.0 0.0 0.0
H -1.911427 -4.590225 0.659196 0.0 0.0 0.0
H -0.452363 -6.291033 3.238768 0.0 0.0 0.1
H -1.836347 -5.250553 3.628033 0.0 0.0 0.0
H -0.347610 -5.125993 4.574230 0.0 0.0 0.0
H -0.117143 -1.573439 3.569716 -0.1 -0.1 0.1
H -1.564703 -1.747640 2.454977 0.0 -0.2 0.1
```
Forces are in eV/Å.

Calculated total energy in eV: -115872.85085
ΔE to the lowest compared entry with this formula, charge and spin in eV: 3.400
Largest force on an atom in eV Å⁻¹: 3.5
HOMO in eV: -3.68
Net charge: 0

4.
Below is C27H38BrCrIN11O5 as an isolated structure in a non-equilibrium geometry, with properties calculated with the ωB97M-V functional and the def2-TZVPD basis.

```
84
Properties=species:S:1:pos:R:3:forces:R:3
Cr 1.121140 1.091171 -0.273303 -0.4 -0.6 0.0
C -2.792258 0.958893 0.154233 1.2 -2.0 -0.4
N -2.538299 -0.379504 0.778803 -0.6 1.2 -0.6
C -3.559484 -1.378796 0.626015 -0.9 -1.1 0.5
C -3.046654 -2.526827 1.531698 -0.9 0.1 0.3
N -1.615825 -2.288089 1.564257 0.4 0.7 -0.4
C -0.789158 -3.369405 1.020042 0.6 0.4 -1.4
C -1.387088 -0.925727 1.177038 0.8 -1.8 0.4
N -0.230609 -0.341298 1.265871 -0.4 0.8 -0.4
C 0.878845 -1.063527 1.873382 -0.5 1.1 -0.1
C 2.015332 -0.107325 2.157860 1.0 -0.8 0.7
N 2.625907 0.389107 0.925870 0.1 -0.4 0.1
C 3.793740 0.972825 0.997849 1.3 1.4 1.0
N 4.407885 1.606227 2.082764 -1.6 -0.3 0.6
C 3.665637 2.280308 3.155084 -0.1 -1.0 -0.1
C 5.761925 2.023500 1.796435 -0.6 -0.6 -0.6
C 5.743266 1.987812 0.282170 0.3 0.9 -1.4
N 4.642488 1.109447 -0.040917 -1.1 -0.9 -0.8
C 4.137535 0.992980 -1.422287 1.4 -0.2 0.6
H -3.186373 0.739699 -0.855701 0.6 0.3 0.1
H -1.820990 1.486051 0.124888 -1.0 0.1 -0.1
H -3.603336 1.437718 0.652300 -0.3 0.6 0.8
H -3.669319 -1.739737 -0.421312 0.0 0.5 0.4
H -4.509709 -0.986071 1.007783 0.1 -0.1 -0.3
H -3.332214 -3.525043 1.150966 0.4 0.5 0.0
H -3.439847 -2.485054 2.567452 0.0 0.2 -0.5
H -0.371397 -4.025480 1.788231 -0.1 0.2 0.0
H 0.067910 -2.917052 0.426801 -1.2 -0.9 0.6
H -1.418848 -3.980508 0.318498 0.7 0.5 0.5
H 1.220151 -1.813583 1.185727 0.7 -0.3 -0.2
H 0.593000 -1.574852 2.787416 -0.2 -0.1 0.3
H 2.734355 -0.795542 2.651655 0.1 0.8 0.1
H 1.753482 0.718780 2.839961 -0.3 -0.6 -0.1
H 2.677321 2.542839 2.790220 0.0 0.1 0.1
H 4.186389 3.174488 3.479359 0.2 0.1 -0.2
H 3.568409 1.617623 4.022536 -0.1 0.2 0.0
H 6.427126 1.313086 2.238035 0.8 -0.6 0.0
H 5.995613 2.967411 2.248805 -0.1 0.7 -0.1
H 6.653673 1.593225 -0.179007 0.0 0.2 0.2
H 5.483338 2.962317 -0.190143 0.5 -0.2 0.5
H 4.573358 1.814781 -1.988838 0.0 -0.1 -0.2
H 3.073136 1.119389 -1.445118 -0.4 0.0 -0.1
H 4.417979 0.022851 -1.864696 -0.1 0.4 0.1
O -1.142535 -0.059228 -5.543664 0.9 -1.9 -0.8
C -0.228217 -0.998571 -5.237518 0.0 0.0 -2.9
O 0.268543 -1.762250 -6.062029 -1.3 0.9 0.8
C 0.316145 -1.034043 -3.912915 0.4 0.3 2.8
C 1.209705 -2.003002 -3.454557 -0.5 1.2 -0.6
N 1.632066 -1.564021 -2.262679 1.1 -1.5 0.7
N 1.085706 -0.441725 -1.856719 -1.3 0.7 -0.4
C 0.227489 -0.115809 -2.826765 0.4 0.6 0.1
C -0.490650 1.198474 -2.610717 -0.6 -0.3 -2.3
O -1.237271 1.591220 -3.508131 -0.2 -0.2 0.2
O -0.235502 1.837963 -1.564490 0.7 0.4 1.7
H -1.303135 0.553208 -4.811218 -0.1 0.7 0.9
H 1.559859 -2.859488 -4.007602 0.2 -0.1 0.3
H 2.241055 -2.011210 -1.603632 0.3 -0.4 -0.1
Br -5.415973 -2.094343 -3.106069 -0.1 0.9 -0.4
C -5.119920 -3.716293 -2.261264 0.6 -0.1 -0.4
C -6.219414 -4.391555 -1.798658 -1.4 -0.8 0.9
C -6.079654 -5.605007 -1.141792 0.4 0.7 0.0
C -4.802748 -6.082535 -0.940073 0.4 -0.9 0.9
C -3.664846 -5.434187 -1.355215 -0.8 1.5 -1.8
C -3.843278 -4.239268 -2.129420 0.2 -1.2 1.6
I -2.151750 -3.239788 -2.738575 0.4 0.3 -0.3
H -7.220639 -3.967342 -1.831579 0.3 0.1 -0.4
H -6.908070 -6.120895 -0.679938 -0.2 0.0 -0.3
H -4.694197 -6.977787 -0.348062 0.1 -0.3 0.0
H -2.680053 -5.842334 -1.218083 0.2 -0.1 0.1
C -0.859557 5.566964 2.172336 -1.1 -0.7 1.0
N 0.197401 4.664940 1.753953 0.7 0.2 0.1
C 1.244547 5.134871 0.872103 0.2 1.3 -1.4
C 1.968273 3.855702 0.484170 -1.1 -0.3 0.9
O 3.015015 3.687768 -0.063212 0.9 0.4 -0.8
N 1.185700 2.810905 0.961232 0.6 -0.2 -0.9
C 0.265608 3.319693 1.746318 -2.0 -0.5 0.9
N -0.508752 2.476882 2.473858 0.2 -0.2 -1.0
H -1.495619 5.055071 2.955336 0.3 0.4 -1.2
H -1.460653 5.917301 1.288267 0.5 -0.3 1.0
H -0.475770 6.404081 2.764928 0.3 0.0 -0.6
H 1.923642 5.898990 1.311375 -0.5 -0.5 -0.2
H 0.792769 5.555788 -0.087239 0.5 -0.3 1.1
H -0.596644 1.485656 2.095470 0.3 1.2 0.7
H -1.206208 2.846099 3.093789 -0.2 0.0 -0.1
```
Forces are in eV/Å.

Multiplicity: 5
Calculated total energy in eV: -161806.66136
ΔE to the lowest compared entry with this formula, charge and spin in eV: 0.115
Largest force on an atom in eV Å⁻¹: 2.9
HOMO (spin up / spin down) in eV: -10.70 / -10.96
Net charge: +1